13
Properties=species:S:1:pos:R:3 method="wB97M-V/def2-TZVPD" homo_energy_ev=-8.60 charge=0 e_tot_ha=-737.83985
C -0.21073 -0.65152 -2.18044
C -1.02038 -0.07331 1.39478
N 1.26588 0.05319 0.90547
N -0.01328 -0.14546 0.30848
O -0.92325 -1.61071 -2.17971
O 1.13446 1.26285 -1.12733
S -0.24464 0.92027 -1.04452
H 0.68189 -0.54049 -2.74237
H -1.94282 -0.35476 1.05949
H -0.72522 -0.82505 2.12164
H -0.89034 0.90548 1.86051
H 1.72990 0.18415 0.08057
H 1.15854 0.87537 1.54344